128
Properties=species:S:1:pos:R:3:forces:R:3 method="wB97M-V/def2-TZVPD" homo_energy_ev=-9.310 total_energy_ev=-81236.849 homo_lumo_gap_ev=4.339 mol_weight_da=778.930 charge=+2
P 0.2630 0.3431 0.5035 -1.2 -1.2 -0.1
O -0.6163 1.5759 0.9142 0.9 -0.4 0.2
O 0.3018 -0.7190 1.6646 0.3 0.7 -0.1
O 1.7114 0.7629 0.1719 0.5 0.4 0.0
O -0.3406 -0.3536 -0.7679 0.4 0.4 1.0
C 2.3875 -0.1633 -4.6432 -0.9 1.4 -0.8
C 2.2678 0.6520 -3.3473 1.5 -1.8 0.8
C 1.3162 1.8776 -3.2698 0.2 -2.0 -1.0
O 0.8017 2.0161 -4.5733 -0.2 0.5 0.8
C 0.1489 3.2573 -4.7047 -0.1 0.9 0.1
N 1.9425 -0.3957 -2.2825 -0.6 0.3 0.6
H 0.9854 -0.7573 -2.3225 -0.2 0.2 -0.5
H 2.5471 -1.2111 -2.2460 0.4 0.2 -0.6
H 1.9109 -0.0102 -1.3208 0.4 0.7 0.4
H 3.0863 -0.9966 -4.6927 0.1 0.1 0.7
H 2.6678 0.5252 -5.4406 0.0 -0.1 -0.1
H 1.3940 -0.5169 -4.9148 0.0 -0.1 -0.1
H 3.2642 0.9642 -3.0300 0.0 0.2 -0.2
H 1.9020 2.7226 -2.8999 -0.1 0.3 -0.3
H 0.5106 1.6355 -2.5657 -0.1 0.2 0.2
H 0.9055 4.0487 -4.6684 -0.1 0.1 -0.3
H -0.5490 3.5004 -3.8919 0.0 -0.5 0.2
H -0.4513 3.3091 -5.6098 0.4 -0.3 -0.2
C -4.1330 1.0794 -2.9598 -0.2 1.5 0.0
C -3.1014 2.0559 -2.3652 -0.1 -0.8 0.5
C -3.8289 3.3354 -1.9574 0.1 0.5 0.7
O -4.6677 3.0903 -0.8298 -0.5 -0.9 -0.2
C -4.2047 3.5609 0.4143 0.5 0.4 -0.3
N -2.4374 1.3828 -1.1846 0.1 1.1 0.7
H -1.8862 2.0003 -0.5770 -0.1 0.1 0.1
H -3.1262 0.9799 -0.5534 -0.1 -0.3 -0.2
H -1.7067 0.6982 -1.4435 -0.4 -0.4 0.1
H -5.0299 1.1313 -2.3472 -0.1 -0.4 0.1
H -3.8087 0.1013 -3.3216 0.0 0.0 1.1
H -4.3479 1.4811 -3.9554 -0.9 0.4 2.0
H -2.2260 2.2824 -2.9758 -0.5 0.0 -0.3
H -4.4104 3.6762 -2.8146 -0.4 -0.4 0.1
H -3.2229 4.2250 -1.7558 0.6 -0.3 0.2
H -4.6809 3.1077 1.2842 -0.7 -0.2 -0.5
H -4.3839 4.6379 0.4238 0.4 0.1 0.5
H -3.1542 3.2834 0.5729 0.2 0.5 -0.1
C 1.0725 5.0665 1.9999 1.3 1.2 0.4
C 2.0120 4.4528 0.9797 0.5 0.3 -2.5
C 3.2821 3.8219 1.5176 -1.8 -0.9 1.3
O 4.0685 3.2151 0.5325 0.3 0.8 1.0
C 5.2030 2.6185 1.1737 0.4 -0.3 -1.3
N 1.2528 3.4503 0.1110 0.7 -0.2 2.1
H 1.8463 2.6210 -0.0606 0.0 -0.2 -0.7
H 0.5564 3.0024 0.7329 -0.8 -0.3 -0.5
H 0.8123 3.8522 -0.7068 0.1 0.0 -0.1
H 1.4634 6.0374 2.3203 0.3 0.0 -0.2
H 1.1224 4.5216 2.9439 -0.7 -0.4 -0.2
H 0.0915 5.3570 1.6305 -0.2 -0.7 0.0
H 2.4247 5.0977 0.1975 -0.5 0.9 0.4
H 2.9064 3.0445 2.2060 0.3 -0.3 0.2
H 3.7479 4.5598 2.1764 0.5 0.1 -0.4
H 4.8974 1.8042 1.8339 0.0 -0.1 0.0
H 5.8763 3.2838 1.7173 -0.5 0.5 0.1
H 5.8042 2.2647 0.3367 0.0 -0.4 0.2
C -2.7378 -0.6713 2.7891 -0.6 -0.3 -1.2
C -2.3247 0.2171 3.9432 1.1 -0.2 0.2
C -2.1984 -0.6087 5.2179 0.2 -0.2 -0.5
O -1.4555 0.1123 6.1693 -0.4 -0.4 0.2
C -1.1976 -0.6734 7.3322 0.1 0.4 0.6
N -0.9385 0.7942 3.6113 -0.1 -0.2 -0.5
H -0.3022 0.0590 3.2505 0.0 -0.6 0.3
H -0.8920 1.3429 2.7285 -0.8 0.4 -0.3
H -0.5193 1.3373 4.3601 -0.2 -0.3 0.4
H -2.4636 -0.2562 1.8174 0.3 0.2 0.1
H -3.7992 -0.8908 2.6584 -0.2 0.5 0.7
H -2.3042 -1.6718 2.8259 0.4 0.2 0.3
H -2.9544 1.0795 4.1507 -0.2 0.0 -0.3
H -1.6952 -1.5632 5.0206 0.3 0.0 -0.3
H -3.2140 -0.9273 5.4779 -0.1 0.4 0.6
H -2.0764 -0.7747 7.9713 -0.2 -0.1 -0.3
H -0.4591 -0.1569 7.9430 0.1 0.1 -0.2
H -0.8093 -1.6653 7.0929 -0.1 0.0 -0.2
C 1.2661 -4.6560 0.5527 -0.3 -0.4 -0.3
C 0.4182 -4.0395 -0.5382 0.8 0.1 -0.6
C -0.3975 -5.0342 -1.3536 -0.5 0.7 -0.4
O -1.4991 -5.4166 -0.5665 0.4 -0.3 1.2
C -1.9847 -6.7269 -0.8605 0.1 0.4 -1.2
N -0.4739 -2.9820 -0.0130 -0.2 0.1 1.1
H -0.3661 -2.0457 -0.4574 -0.3 0.5 -0.5
H -1.4550 -3.2610 -0.0282 0.0 -0.2 0.1
H -0.1880 -2.7486 0.9451 -0.4 0.1 0.1
H 1.7342 -3.8253 1.0754 0.1 -0.3 0.6
H 2.0442 -5.2710 0.0990 0.1 0.2 -0.1
H 0.6823 -5.3492 1.1591 0.0 0.4 0.4
H 1.1343 -3.4527 -1.1219 -0.2 -0.5 -0.7
H 0.2296 -5.8670 -1.6766 0.0 -0.1 0.1
H -0.8281 -4.5370 -2.2300 0.4 -0.1 -0.3
H -2.4030 -6.6601 -1.8693 -0.3 -0.4 0.1
H -2.7533 -7.0195 -0.1527 0.1 0.1 0.1
H -1.1618 -7.4425 -0.9101 0.0 -0.1 0.3
C 5.2118 -1.1796 2.8393 0.3 -1.8 -0.3
C 3.7917 -1.7004 2.7300 -1.6 0.9 -0.2
C 3.1853 -2.2988 4.0058 0.4 -0.5 0.2
O 1.9478 -2.9095 3.7319 -0.4 1.4 -0.7
C 1.2141 -3.4423 4.8194 0.5 -0.7 0.0
N 2.9545 -0.5072 2.2818 0.0 -0.3 1.1
H 3.1300 -0.2013 1.3218 0.0 0.3 0.0
H 1.9276 -0.7165 2.2619 -0.6 -0.1 -0.2
H 3.1000 0.2615 2.9320 0.0 0.3 -0.2
H 5.6255 -1.1006 1.8336 0.0 0.8 0.1
H 5.8421 -1.9646 3.2626 0.0 0.1 0.3
H 5.2940 -0.2942 3.4658 0.0 0.1 -0.2
H 3.5238 -2.3471 1.8940 1.0 -0.7 0.2
H 3.1351 -1.5514 4.8059 -0.2 0.2 0.0
H 3.8482 -3.0894 4.3716 0.4 0.1 0.0
H 1.9162 -4.0121 5.4342 -0.3 -0.4 0.0
H 0.4648 -4.0609 4.3292 0.1 -0.3 0.3
H 0.6841 -2.7764 5.5071 0.3 0.7 -0.4
C -2.6096 -0.4034 -5.7684 1.3 -4.1 -2.3
O -2.7631 -0.8233 -4.3605 0.0 -0.5 0.7
O -2.8477 -1.4814 -6.5362 -0.9 3.0 0.9
C -3.3353 0.9696 -5.7973 0.6 -2.1 -1.0
F -2.7737 1.7223 -4.8142 1.1 1.2 -1.5
F -3.1549 1.6217 -6.9487 -0.5 0.1 0.4
F -4.6337 0.8494 -5.4855 -0.3 0.3 -1.7
C -1.6767 -0.6911 -3.5314 0.1 1.3 1.0
C -0.6957 -1.8439 -3.5862 -1.1 -0.6 0.0
H -0.1907 -1.8891 -4.5480 0.2 -0.2 0.1
H -0.0530 -1.9350 -2.7085 0.2 0.2 -0.2
H -1.3516 -2.7117 -3.4714 0.1 -0.2 -0.5
H -2.0595 -0.5771 -2.5062 -0.1 -0.9 -0.2
H -1.2200 0.3066 -3.6446 0.6 -0.1 -0.5
H -1.5282 -0.2184 -5.8933 0.4 1.2 0.3

12
Properties=species:S:1:pos:R:3:forces:R:3 method="wB97M-V/def2-TZVPD" homo_energy_ev="-15.384 / -16.212" total_energy_ev=-23014.034 homo_lumo_gap_ev="6.732 / 7.370" spin_multiplicity=6 mol_weight_da=221.024 charge=+2 s2=8.756
C -0.9836 1.0851 -0.9030 -2.0 -1.7 -1.4
C -0.4953 -0.0630 -0.3722 1.5 -0.5 -1.8
C -0.5778 -1.2452 0.4635 1.4 -0.9 -0.5
H -1.7642 1.0531 -1.6298 -2.5 -1.2 0.7
H -0.9527 2.1381 -1.1564 2.1 0.5 -0.1
H -0.7285 -2.2957 0.2266 -0.3 0.2 -0.8
H -1.0410 -1.1236 1.4408 0.3 0.6 0.2
O 1.6411 0.2565 0.4152 2.6 1.1 3.0
C 0.8972 -0.7569 -0.0758 -4.5 2.2 0.1
Pm 0.7337 2.3058 0.3299 1.3 1.1 0.2
Li 1.9150 -0.0670 2.1667 0.6 -0.9 0.2
H 1.3560 -1.2872 -0.9055 -0.5 -0.4 0.1

10
Properties=species:S:1:pos:R:3:forces:R:3 method="wB97M-V/def2-TZVPD" homo_energy_ev=-15.829 total_energy_ev=-12199.214 homo_lumo_gap_ev=8.210 mol_weight_da=245.306 charge=+2
O 0.0908 -1.6315 -1.2655 0.1 -1.9 -2.1
C -0.4537 -1.7772 -0.0250 -5.2 -0.4 -0.3
O -0.4763 -0.6530 0.6569 1.0 0.1 1.1
O -1.2904 -2.6362 0.0898 1.9 0.2 1.0
Ba 1.2848 0.1986 -2.1743 1.3 1.2 -1.3
C 0.2545 0.4490 0.1882 0.1 0.7 0.8
C 0.3777 1.5218 0.9061 -0.3 -1.5 -0.5
O 0.5915 2.5535 1.4468 0.0 0.9 0.1
Li 0.0559 4.2845 1.9899 0.1 -0.2 0.1
H -0.4347 -2.3096 -1.8129 1.1 0.7 1.0

97
Properties=species:S:1:pos:R:3:forces:R:3 method="wB97M-V/def2-TZVPD" homo_energy_ev=-12.091 total_energy_ev=-100449.779 homo_lumo_gap_ev=7.328 mol_weight_da=840.689 charge=+1
O -2.5677 -5.4813 -3.7941 3.5 2.5 -0.5
P -1.2840 -4.6967 -4.1142 -3.9 -3.9 -1.5
S -0.0876 -4.5233 -2.2951 1.2 2.2 1.1
C 1.2696 -3.3431 -2.6622 4.8 3.4 -1.6
C 2.2925 -3.5012 -3.8592 -0.6 2.4 2.5
C 3.3172 -2.3675 -4.0029 -1.1 -1.1 0.2
N 3.5116 -1.1826 -3.2468 -3.3 -2.8 1.5
C 2.6462 -1.0104 -2.1381 -0.6 -2.8 -2.0
C 1.5475 -2.0458 -1.8401 -0.2 -1.2 -0.4
C 0.5340 -6.2511 -1.9892 0.2 -3.9 -0.4
F 1.4188 -6.6124 -3.0281 -1.7 0.9 2.9
F 1.0640 -6.4532 -0.7047 -1.2 1.0 -3.9
F -0.5996 -7.1103 -2.1304 2.9 2.5 0.5
H -1.4959 -3.4223 -4.7293 0.7 -0.1 0.8
H -0.5075 -5.5331 -5.0120 0.2 1.1 0.7
H 2.2496 -4.4134 -4.5603 0.3 1.8 1.2
H 4.0556 -2.5074 -4.8779 -1.3 0.4 1.6
H 2.7732 -0.0788 -1.4731 -0.3 -1.8 -1.2
H 0.8720 -1.8474 -0.9335 1.2 -0.3 -1.6
C -4.7806 -6.3197 -2.4207 -0.1 0.0 0.6
C -6.2781 -6.2219 -2.2201 1.0 -0.5 -0.3
C -6.9941 -5.5787 -3.3714 -0.1 -0.2 -0.6
O -8.1261 -4.9915 -2.7413 0.1 0.2 0.6
C -7.7627 -4.7303 -1.4546 -0.6 0.5 0.7
O -8.3928 -4.0453 -0.7001 0.5 -0.4 -0.6
O -6.5891 -5.3449 -1.1393 -0.7 0.4 -0.1
H -4.3152 -5.3330 -2.3818 -0.3 -0.1 -0.1
H -4.3302 -6.9087 -1.6174 0.0 0.0 -0.1
H -4.5357 -6.7921 -3.3732 -0.1 0.1 0.1
H -6.6959 -7.2083 -1.9904 -0.1 0.1 0.0
H -7.3040 -6.3049 -4.1248 -0.1 0.2 0.1
H -6.4157 -4.7862 -3.8574 0.1 -0.1 0.1
C -10.0364 -0.0328 -1.1212 -0.4 0.3 0.0
C -9.3920 -0.1838 -2.4826 -0.6 -0.3 1.0
C -7.9798 -0.6865 -2.4233 0.3 -0.7 0.2
O -7.4002 -0.1203 -3.5928 -0.2 0.5 -0.2
C -8.0967 1.0210 -3.8575 0.1 0.9 -0.7
O -7.7486 1.8588 -4.6394 -0.2 -0.7 0.6
O -9.2366 1.0858 -3.1149 0.7 -0.1 -0.5
H -9.5847 0.7921 -0.5622 0.1 -0.2 -0.1
H -11.0965 0.2086 -1.2303 0.1 -0.1 0.0
H -9.9500 -0.9506 -0.5355 0.0 0.0 -0.1
H -10.0137 -0.8135 -3.1284 0.1 0.0 0.0
H -7.9268 -1.7763 -2.4541 0.1 0.1 -0.1
H -7.4245 -0.3276 -1.5507 -0.2 0.0 0.0
C 3.5852 3.9684 0.0024 -0.2 -0.1 -0.4
C 3.7226 2.7493 0.8896 -0.5 1.4 -0.3
C 5.0568 2.6519 1.5643 0.3 0.5 0.4
O 5.2168 1.2448 1.7303 -0.4 -0.6 -0.5
C 4.5003 0.6534 0.7353 0.2 -0.6 -0.1
O 4.5793 -0.5072 0.4397 -0.2 0.7 0.2
O 3.6830 1.5488 0.1145 0.5 -1.0 0.2
H 4.2203 3.8828 -0.8847 0.1 0.0 0.2
H 2.5574 4.0588 -0.3581 0.1 0.1 0.1
H 3.8439 4.8831 0.5395 0.0 -0.1 0.0
H 2.9037 2.7140 1.6145 0.4 -0.1 -0.4
H 5.0693 3.1600 2.5297 0.0 -0.2 -0.1
H 5.8841 3.0273 0.9544 -0.1 0.0 0.0
C 8.3812 4.1107 6.7172 -0.4 0.3 0.3
C 7.8289 3.7315 5.3594 0.5 -0.1 1.1
C 8.8911 3.4914 4.3269 0.5 -0.5 -0.1
O 8.2276 3.8356 3.1162 -0.5 0.4 0.0
C 7.2711 4.7484 3.4431 -0.5 0.8 -0.7
O 6.6671 5.4132 2.6451 0.5 -0.8 0.7
O 7.0910 4.8121 4.7915 0.0 -0.1 -0.9
H 8.8263 5.1096 6.6949 0.1 -0.2 -0.2
H 7.5766 4.1448 7.4558 0.1 -0.1 0.0
H 9.1312 3.3933 7.0571 -0.1 0.0 -0.1
H 7.1578 2.8699 5.4502 0.1 0.0 -0.1
H 9.2205 2.4512 4.3052 -0.1 0.1 -0.2
H 9.7657 4.1394 4.4412 -0.1 0.0 0.1
C 2.0904 0.9149 6.5860 -0.4 0.1 0.3
C 1.8212 1.4607 5.1997 0.2 -0.7 0.9
C 3.0680 1.7015 4.3991 0.5 -0.5 -0.3
O 2.6802 2.7657 3.5361 -0.5 0.3 0.8
C 1.7001 3.4560 4.1890 -0.7 1.2 0.0
O 1.2952 4.5307 3.8534 0.4 -1.0 0.1
O 1.2473 2.7646 5.2703 0.3 0.4 -0.8
H 2.5581 1.6720 7.2221 0.1 -0.1 -0.2
H 1.1515 0.6375 7.0710 0.1 0.0 -0.1
H 2.7334 0.0328 6.5493 -0.1 0.0 -0.1
H 1.1223 0.8084 4.6644 0.1 0.1 -0.1
H 3.3656 0.8241 3.8215 0.0 0.2 -0.1
H 3.9182 2.0349 5.0028 -0.1 0.0 0.1
C -1.5763 4.1971 -2.5634 -0.4 -0.1 -0.4
C -1.4338 2.9750 -1.6814 -0.3 1.3 -0.3
C -0.0972 2.8756 -1.0079 0.3 0.5 0.5
O 0.0637 1.4693 -0.8503 -0.2 -0.7 -0.5
C -0.6542 0.8835 -1.8465 -0.2 -0.2 -0.3
O -0.5722 -0.2783 -2.1468 -0.1 0.6 0.2
O -1.4713 1.7782 -2.4594 0.6 -1.0 0.4
H -0.9429 4.1163 -3.4517 0.1 0.0 0.2
H -2.6047 4.2861 -2.9213 0.1 0.1 0.1
H -1.3188 5.1106 -2.0234 0.0 -0.1 0.0
H -2.2519 2.9351 -0.9542 0.1 -0.1 0.0
H -0.0825 3.3783 -0.0391 0.1 -0.2 0.0
H 0.7287 3.2546 -1.6181 -0.2 0.0 -0.1